# C22H54F6N5O13S2V

C22H54F6N5O13S2V as an isolated structure at a distorted geometry (wB97M-V/def2-TZVPD, the OMol25 dataset).

Its LUMO energy is 1.84 eV. The calculation puts the HOMO-LUMO gap at 0.0989 hartree. As for the energy: -121404.9962 eV. Its net charge is -2.

Element x y z (Å)
O1 -0.561 -0.578 -1.392
V1 -1.896 -0.385 -0.523
O2 -1.737 0.542 0.766
C1 -7.724 0.599 -1.238
F1 -8.055 0.987 -2.446
F2 -6.938 1.592 -0.728
F3 -8.855 0.447 -0.653
S1 -6.667 -0.999 -1.167
O3 -6.183 -1.137 0.182
O4 -7.617 -2.085 -1.382
N1 -5.299 -0.865 -2.263
S2 -5.886 -1.573 -3.504
O5 -5.881 -3.024 -3.340
O6 -7.131 -1.080 -4.113
C2 -4.505 -1.126 -4.821
F4 -4.047 0.116 -4.659
F5 -3.529 -1.985 -4.663
F6 -5.119 -1.280 -6.083
O7 -1.214 -4.600 0.824
C3 -0.831 -5.742 -0.018
C4 0.320 -6.658 0.631
O8 0.303 -7.166 1.969
H1 -0.372 -5.465 -0.966
H2 -1.555 -6.468 -0.389
H3 1.307 -6.202 0.561
H4 0.538 -7.531 0.016
C5 -2.617 5.277 -3.562
C6 -3.227 5.384 -2.230
C7 -4.542 6.220 -2.208
O9 -4.695 6.676 -0.845
C8 -5.521 7.765 -0.650
N2 -3.672 4.091 -1.929
H5 -3.217 4.966 -4.418
H6 -1.763 4.602 -3.621
H7 -2.194 6.219 -3.911
H8 -2.603 5.646 -1.375
H9 -5.446 5.715 -2.550
H10 -4.299 7.041 -2.883
H11 -5.186 8.327 0.223
H12 -6.556 7.428 -0.613
H13 -5.455 8.506 -1.446
H14 -4.610 4.059 -1.554
H15 -3.832 3.821 -2.889
C9 8.121 -5.636 -3.316
C10 6.726 -5.114 -2.974
C11 5.627 -5.198 -4.057
O10 4.455 -4.669 -3.542
C12 3.397 -4.483 -4.515
N3 6.350 -6.032 -2.020
H16 8.866 -5.572 -2.522
H17 8.514 -5.121 -4.193
H18 8.195 -6.684 -3.603
H19 6.782 -4.066 -2.678
H20 5.498 -6.174 -4.525
H21 5.875 -4.409 -4.768
H22 3.391 -5.199 -5.337
H23 3.582 -3.505 -4.959
H24 2.397 -4.281 -4.129
H25 6.649 -6.977 -2.211
H26 5.344 -6.112 -2.047
C13 -4.978 2.799 4.854
C14 -4.077 3.684 5.640
C15 -2.996 2.865 6.313
O11 -3.607 1.975 7.259
C16 -2.740 0.862 7.708
N4 -3.612 4.782 4.707
H27 -5.348 1.946 5.422
H28 -4.347 2.501 4.016
H29 -5.805 3.394 4.467
H30 -4.661 4.032 6.493
H31 -2.103 3.396 6.642
H32 -2.465 2.260 5.577
H33 -1.782 1.272 8.027
H34 -2.575 0.258 6.816
H35 -3.330 0.181 8.322
H36 -2.882 4.551 4.049
H37 -4.408 4.902 4.096
C17 4.417 -1.249 1.826
C18 5.411 -2.429 1.666
C19 6.858 -1.877 1.781
O12 7.750 -2.947 1.514
C20 9.107 -2.572 1.820
N5 5.186 -3.481 2.662
H38 4.326 -0.494 1.046
H39 4.599 -0.683 2.739
H40 3.401 -1.632 1.929
H41 5.347 -2.902 0.687
H42 6.966 -1.436 2.772
H43 6.961 -1.038 1.093
H44 9.486 -1.875 1.072
H45 9.737 -3.418 1.546
H46 9.250 -2.103 2.794
H47 4.251 -3.854 2.583
H48 5.169 -3.074 3.587
C21 1.937 4.684 1.256
C22 2.537 4.515 -0.134
O13 3.858 4.105 0.092
H49 1.693 3.678 1.599
H50 0.989 5.172 1.029
H51 2.564 5.272 1.926
H52 2.677 5.549 -0.450
H53 1.978 3.890 -0.831
H54 4.059 3.694 -0.753